Entry 1:
{"formula": "C24H48ClGaNO7", "method": "ωB97M-V with the def2-TZVPD basis set", "spin_multiplicity": 1, "orbital_gap_ev": 7.0, "total_charge": -1, "homo_ev": -4.95, "elements": ["C", "C", "N", "C", "Ga", "C", "C", "C", "O", "Cl", "H", "H", "H", "H", "H", "H", "H", "H", "H", "H", "H", "H", "C", "C", "O", "C", "H", "H", "H", "H", "H", "H", "C", "C", "O", "C", "H", "H", "H", "H", "H", "H", "C", "C", "O", "C", "H", "H", "H", "H", "H", "H", "C", "C", "O", "C", "H", "H", "H", "H", "H", "H", "C", "C", "O", "C", "H", "H", "H", "H", "H", "H", "C", "C", "O", "C", "H", "H", "H", "H", "H", "H"], "coordinates": [[5.7606, 0.6270, 2.0880], [6.1183, -0.8342, 1.8629], [6.8367, -1.4953, 2.6949], [5.5431, -1.4221, 0.6492], [3.6961, -2.2436, 1.0659], [3.9773, -3.9231, 2.1274], [2.6580, -0.9153, 2.3406], [1.5362, -0.2959, 1.6800], [1.4530, 0.6060, 0.9146], [-0.0754, -1.1464, 2.1048], [5.5712, 0.8252, 3.1441], [6.5859, 1.2681, 1.7612], [4.8725, 0.9023, 1.5158], [7.0763, -0.8969, 3.4859], [6.1465, -2.2624, 0.2991], [5.4376, -0.6833, -0.1464], [2.8935, -2.5229, -0.2953], [4.4707, -4.6642, 1.4898], [3.0476, -4.3565, 2.5062], [4.6551, -3.7210, 2.9629], [3.3621, -0.1322, 2.6214], [2.3618, -1.4881, 3.2134], [3.0926, 3.1263, 3.7475], [4.3163, 3.3323, 4.6080], [5.2268, 2.5389, 4.6173], [4.3436, 4.5834, 5.4585], [3.1836, 2.2005, 3.1848], [2.1973, 3.0836, 4.3707], [2.9753, 3.9620, 3.0550], [3.4912, 4.5893, 6.1402], [4.2687, 5.4690, 4.8248], [5.2686, 4.6188, 6.0291], [-4.8825, 0.4265, 1.0062], [-4.0874, 1.6585, 1.3586], [-4.5924, 2.5976, 1.9373], [-2.6453, 1.6528, 0.9289], [-5.9133, 0.5252, 1.3386], [-4.8585, 0.2764, -0.0736], [-4.4462, -0.4615, 1.4628], [-2.5866, 1.5442, -0.1565], [-2.1192, 0.7988, 1.3572], [-2.1561, 2.5760, 1.2289], [-5.7445, -3.0807, -1.5340], [-6.7012, -2.4286, -0.5629], [-6.3471, -2.1032, 0.5463], [-8.0983, -2.1775, -1.0670], [-4.7689, -3.1989, -1.0676], [-6.1266, -4.0576, -1.8389], [-5.6553, -2.4582, -2.4257], [-8.5721, -3.1118, -1.3744], [-8.0464, -1.5144, -1.9332], [-8.6941, -1.6973, -0.2957], [-7.6928, 2.9407, -0.2092], [-7.6379, 1.9001, -1.3003], [-8.5461, 1.1167, -1.4782], [-6.3932, 1.8895, -2.1540], [-8.6304, 2.8538, 0.3349], [-6.8574, 2.8109, 0.4834], [-7.6102, 3.9397, -0.6417], [-5.5156, 1.7392, -1.5258], [-6.2756, 2.8492, -2.6606], [-6.4462, 1.0912, -2.8907], [8.4523, 0.8886, -1.1385], [8.2668, -0.2476, -2.1197], [7.4324, -1.0966, -1.9404], [9.1837, -0.2595, -3.3255], [7.7405, 0.7750, -0.3242], [9.4685, 0.8791, -0.7394], [8.2960, 1.8478, -1.6366], [10.2258, -0.3080, -3.0041], [9.0548, 0.6570, -3.9043], [8.9533, -1.1205, -3.9485], [-5.0988, -2.6142, -5.5419], [-4.4010, -1.4867, -4.8187], [-5.0213, -0.5832, -4.3063], [-2.8956, -1.5503, -4.7593], [-6.1748, -2.4590, -5.5138], [-4.7612, -2.6594, -6.5788], [-4.8527, -3.5678, -5.0709], [-2.4804, -1.5590, -5.7687], [-2.5786, -2.4692, -4.2626], [-2.5109, -0.6930, -4.2133]]}

Entry 2:
{"formula": "CH9O3S", "method": "ωB97M-V with the def2-TZVPD basis set", "spin_multiplicity": 1, "orbital_gap_ev": 6.0, "e_above_lowest_ev": 0.9333, "total_charge": -1, "homo_ev": -2.98, "elements": ["C", "S", "H", "H", "H", "H", "H", "O", "H", "H", "O", "H", "H", "O"], "coordinates": [[2.9138, -1.3148, -0.0344], [1.4728, -0.3623, 0.4968], [3.4312, -1.9037, 0.7794], [3.6186, -0.6686, -0.5360], [2.6764, -2.1339, -0.7218], [0.7893, 2.4993, 1.6690], [0.0180, 1.6752, 0.8039], [-0.1449, 2.3955, 1.4426], [0.4729, -1.9982, -0.6673], [-0.5247, -3.0343, -0.3566], [0.0199, -2.7656, -1.1058], [-5.8794, 2.1950, -0.8295], [-4.4716, 2.0560, -0.4693], [-5.0124, 2.2089, -1.2597]]}

Entry 3:
{"formula": "C13H24FN6SiSn", "method": "ωB97M-V with the def2-TZVPD basis set", "spin_multiplicity": 1, "orbital_gap_ev": 7.6, "e_above_lowest_ev": 0.0000, "total_charge": 1, "homo_ev": -10.34, "elements": ["Sn", "C", "N", "C", "C", "N", "N", "C", "N", "N", "H", "H", "H", "H", "H", "H", "H", "H", "H", "H", "H", "C", "Si", "C", "C", "N", "C", "C", "C", "C", "C", "C", "F", "H", "H", "H", "H", "H", "H", "H", "H", "H", "H", "H", "H", "H"], "coordinates": [[0.0057, -1.4276, -1.5340], [-0.0311, 3.8115, -3.5494], [-0.4612, 3.0132, -2.4028], [-1.8727, 3.1709, -2.0762], [0.1402, 1.8385, -2.0697], [-0.4768, 0.8145, -1.5807], [1.5147, 1.8483, -2.2137], [2.4257, 0.8443, -1.9609], [3.7090, 1.2538, -2.0707], [2.0757, -0.3474, -1.6322], [-0.3415, 4.8412, -3.3867], [-0.4855, 3.4439, -4.4729], [1.0467, 3.8137, -3.6818], [-2.1205, 4.2276, -2.1375], [-2.0634, 2.8482, -1.0538], [-2.5230, 2.6235, -2.7667], [-1.4805, 0.9536, -1.5786], [1.9069, 2.7687, -2.3205], [3.9556, 2.1510, -2.4490], [4.4526, 0.5861, -1.9641], [2.8768, -0.9528, -1.4892], [1.5834, -1.2168, 2.9402], [0.3895, -0.3570, 1.7737], [-1.0203, 0.5215, 2.6471], [1.4204, 1.0253, 1.0529], [-0.2567, -1.4995, 0.5439], [-1.0109, -2.5993, 1.0796], [-1.1898, -2.7984, 2.4568], [-1.9201, -3.8517, 2.9829], [-2.5267, -4.7794, 2.1561], [-2.3890, -4.6242, 0.7903], [-1.6553, -3.5665, 0.3032], [-1.5812, -3.4727, -1.0647], [1.9636, -0.4889, 3.6606], [2.4409, -1.5883, 2.3740], [1.1862, -2.0561, 3.5029], [-0.6119, 1.2219, 3.3790], [-1.7242, -0.1223, 3.1663], [-1.5927, 1.1065, 1.9233], [1.7495, 1.6042, 1.9200], [0.8718, 1.7000, 0.3986], [2.3162, 0.6865, 0.5389], [-0.7508, -2.1201, 3.1635], [-2.0096, -3.9396, 4.0570], [-3.0959, -5.6030, 2.5614], [-2.8399, -5.3066, 0.0837]]}

Entry 4:
{"formula": "C8H12O2", "method": "ωB97M-V with the def2-TZVPD basis set", "spin_multiplicity": 1, "orbital_gap_ev": 8.4, "e_above_lowest_ev": 3.8571, "homo_ev": -7.88, "elements": ["C", "O", "C", "C", "C", "C", "O", "C", "C", "C", "H", "H", "H", "H", "H", "H", "H", "H", "H", "H", "H", "H"], "coordinates": [[-2.7957, 0.3236, 0.0124], [-1.4863, 0.8698, 0.0029], [-0.3844, 0.1861, 0.1284], [0.2245, -1.3597, 0.5138], [-0.4039, -2.6481, 0.7520], [1.5202, -0.7155, 0.5274], [2.6023, -1.1473, 0.8320], [1.0908, 0.6824, 0.0272], [1.5077, 0.9360, -1.4033], [1.3575, 1.8824, 0.9765], [-2.9424, -0.1322, 0.9686], [-2.7618, -0.4948, -0.7332], [-3.3302, 1.1882, -0.2567], [-0.9691, -2.8911, -0.0503], [-0.9375, -2.6509, 1.6750], [0.4582, -3.2707, 0.6718], [1.4086, 0.0542, -2.0318], [2.5051, 1.2678, -1.3843], [0.9004, 1.6606, -1.7589], [0.4901, 1.9947, 1.5424], [1.6986, 2.7485, 0.4377], [2.1514, 1.6447, 1.7647]]}

Repeat the third record exactly.
{"formula": "C13H24FN6SiSn", "method": "ωB97M-V with the def2-TZVPD basis set", "spin_multiplicity": 1, "orbital_gap_ev": 7.6, "e_above_lowest_ev": 0.0000, "total_charge": 1, "homo_ev": -10.34, "elements": ["Sn", "C", "N", "C", "C", "N", "N", "C", "N", "N", "H", "H", "H", "H", "H", "H", "H", "H", "H", "H", "H", "C", "Si", "C", "C", "N", "C", "C", "C", "C", "C", "C", "F", "H", "H", "H", "H", "H", "H", "H", "H", "H", "H", "H", "H", "H"], "coordinates": [[0.0057, -1.4276, -1.5340], [-0.0311, 3.8115, -3.5494], [-0.4612, 3.0132, -2.4028], [-1.8727, 3.1709, -2.0762], [0.1402, 1.8385, -2.0697], [-0.4768, 0.8145, -1.5807], [1.5147, 1.8483, -2.2137], [2.4257, 0.8443, -1.9609], [3.7090, 1.2538, -2.0707], [2.0757, -0.3474, -1.6322], [-0.3415, 4.8412, -3.3867], [-0.4855, 3.4439, -4.4729], [1.0467, 3.8137, -3.6818], [-2.1205, 4.2276, -2.1375], [-2.0634, 2.8482, -1.0538], [-2.5230, 2.6235, -2.7667], [-1.4805, 0.9536, -1.5786], [1.9069, 2.7687, -2.3205], [3.9556, 2.1510, -2.4490], [4.4526, 0.5861, -1.9641], [2.8768, -0.9528, -1.4892], [1.5834, -1.2168, 2.9402], [0.3895, -0.3570, 1.7737], [-1.0203, 0.5215, 2.6471], [1.4204, 1.0253, 1.0529], [-0.2567, -1.4995, 0.5439], [-1.0109, -2.5993, 1.0796], [-1.1898, -2.7984, 2.4568], [-1.9201, -3.8517, 2.9829], [-2.5267, -4.7794, 2.1561], [-2.3890, -4.6242, 0.7903], [-1.6553, -3.5665, 0.3032], [-1.5812, -3.4727, -1.0647], [1.9636, -0.4889, 3.6606], [2.4409, -1.5883, 2.3740], [1.1862, -2.0561, 3.5029], [-0.6119, 1.2219, 3.3790], [-1.7242, -0.1223, 3.1663], [-1.5927, 1.1065, 1.9233], [1.7495, 1.6042, 1.9200], [0.8718, 1.7000, 0.3986], [2.3162, 0.6865, 0.5389], [-0.7508, -2.1201, 3.1635], [-2.0096, -3.9396, 4.0570], [-3.0959, -5.6030, 2.5614], [-2.8399, -5.3066, 0.0837]]}